Below is a structure of composition C49H65NP4S2SiTa, with properties calculated with the ωB97M-V functional and the def2-TZVPD basis.

HOMO-LUMO gap	0.2318	Eh
LUMO energy	-9.469	eV
total energy	-4468.3485	a.u.
relative energy (zero: lowest compared OMol25 entry of this formula, charge and spin)	46.2	kcal/mol

Structure (ORCA input):
```
! wB97M-V def2-TZVPD RIJCOSX def2/J DEFGRID3
* xyz 3 1
Ta -0.69 0.19 -0.39
C -3.79 0.37 1.20
C -3.25 1.72 1.69
C -4.02 2.19 2.93
P -1.41 1.60 1.79
C -0.83 1.06 3.47
C -1.59 -0.16 3.98
C -0.81 2.17 4.53
C -0.71 3.26 1.49
C -1.28 4.38 2.10
C -0.65 5.62 2.04
C 0.56 5.74 1.38
C 1.11 4.65 0.73
C 0.48 3.40 0.75
Si 1.21 1.87 -0.07
C 1.61 2.02 -1.95
C 2.53 3.03 -2.23
C 2.73 3.51 -3.52
C 2.00 2.99 -4.57
C 1.13 1.94 -4.34
C 0.92 1.43 -3.06
P 0.03 -0.19 -2.93
C -1.48 -0.50 -4.03
C -1.59 -2.00 -4.37
C -2.87 -0.15 -3.51
C 1.20 -1.43 -3.69
C 1.11 -2.75 -2.93
C 2.63 -0.94 -3.90
C 2.42 1.34 1.27
C 3.07 2.29 2.06
C 3.84 1.91 3.15
C 3.94 0.56 3.49
C 3.30 -0.39 2.72
C 2.53 -0.01 1.62
P 1.92 -1.20 0.40
C 3.63 -1.61 -0.28
C 3.83 -2.79 -1.23
C 4.41 -0.37 -0.73
C 1.40 -2.76 1.27
C 0.44 -2.38 2.40
C 2.47 -3.72 1.78
H -4.88 0.40 1.12
H -3.54 -0.43 1.90
H -3.41 0.11 0.20
H -3.39 2.46 0.89
H -3.99 1.45 3.73
H -5.07 2.32 2.65
H -3.67 3.13 3.33
H 0.22 0.78 3.26
H -2.58 0.11 4.32
H -1.06 -0.58 4.84
H -1.70 -0.95 3.24
H -1.82 2.43 4.84
H -0.30 3.07 4.19
H -0.29 1.80 5.41
H -2.20 4.29 2.65
H -1.10 6.47 2.52
H 1.07 6.70 1.35
H 2.03 4.78 0.17
H 3.10 3.47 -1.42
H 3.45 4.30 -3.69
H 2.14 3.37 -5.57
H 0.61 1.49 -5.18
H -1.26 0.04 -4.96
H -1.70 -2.60 -3.47
H -0.79 -2.41 -4.98
H -2.51 -2.14 -4.94
H -3.14 -0.81 -2.69
H -3.58 -0.32 -4.32
H -3.00 0.86 -3.16
H 0.78 -1.59 -4.69
H 1.41 -2.62 -1.89
H 1.78 -3.48 -3.38
H 0.11 -3.17 -2.94
H 3.10 -0.62 -2.97
H 2.68 -0.11 -4.60
H 3.22 -1.76 -4.31
H 2.99 3.34 1.83
H 4.34 2.66 3.74
H 4.52 0.26 4.35
H 3.41 -1.44 2.98
H 4.05 -1.91 0.69
H 3.73 -2.50 -2.27
H 3.16 -3.63 -1.05
H 4.85 -3.15 -1.10
H 3.89 0.21 -1.49
H 5.36 -0.69 -1.15
H 4.63 0.30 0.10
H 0.84 -3.30 0.49
H 0.99 -1.94 3.23
H -0.09 -3.26 2.77
H -0.30 -1.65 2.08
H 2.95 -3.35 2.69
H 3.24 -3.95 1.06
H 1.99 -4.66 2.05
S -0.45 5.23 -1.87
P -1.86 4.19 -2.58
S -1.67 1.91 -1.37
C -3.51 4.45 -1.94
C -4.53 3.50 -2.03
C -5.80 3.82 -1.61
C -6.07 5.09 -1.10
C -5.06 6.03 -1.02
C -3.78 5.72 -1.43
C -1.81 3.93 -4.36
C -2.45 2.90 -5.05
C -2.40 2.87 -6.44
C -1.72 3.86 -7.14
C -1.10 4.89 -6.45
C -1.13 4.93 -5.06
H -4.34 2.51 -2.44
H -6.60 3.09 -1.69
H -7.07 5.34 -0.78
H -5.27 7.02 -0.63
H -2.99 6.46 -1.36
H -3.02 2.15 -4.53
H -2.91 2.07 -6.97
H -1.70 3.83 -8.22
H -0.59 5.67 -6.99
H -0.63 5.73 -4.54
N -1.84 -3.13 -0.13
C -1.38 -2.09 -0.23
H -2.24 -4.06 -0.04
*
```

Atomic partial charges in e from the Mulliken method, atoms 1 to 5: 0.56 -0.91 1.39 -1.45 -0.33